The following is a DFT calculation (ωB97M-V/def2-TZVPD) of C2H3I2NO as an isolated structure at a distorted geometry.

Values from the calculation:
LUMO energy (alpha / beta) in Eh: -0.0543 / -0.0543
Frontier orbital gap (alpha / beta) in eV: 7.92 / 7.92
HOMO level (alpha / beta) in eV: -9.400 / -9.401

Last column: Mulliken charge in e.
Element x y z (Å)
C: -0.3133 0.1351 0.6711  0.751
C: -0.5617 -0.6157 -0.6123  -1.003
N: 0.3903 1.2489 0.5654  -0.387
O: -0.8137 -0.2928 1.6464  -0.529
I: -0.4511 0.1756 -2.5316  0.185
I: 1.3121 -2.3139 -0.4391  0.027
H: -1.3748 -1.4030 -0.4890  0.514
H: 1.0536 1.3384 -0.1770  0.196
H: 0.7585 1.7275 1.3662  0.248

The following is a DFT calculation (ωB97M-V/def2-TZVPD) of C2H3I2NS as an isolated structure at a distorted geometry.

Values from the calculation:
LUMO energy in Eh: -0.0425
Frontier orbital gap in eV: 7.15
HOMO level in eV: -8.306

Last column: Mulliken charge in e.
Element x y z (Å)
C: 1.3301 -0.1244 0.1152  0.337
C: -1.1311 0.3918 -0.0513  -1.021
N: 0.0207 -0.4893 0.0661  -0.392
S: 2.6240 -1.0771 -0.0463  -0.324
I: 1.7836 2.0917 0.0330  0.016
I: -0.2043 -2.5353 0.0533  0.216
H: -1.9567 -0.2144 0.1461  0.267
H: -1.2374 1.1705 0.6556  0.432
H: -1.2289 0.7864 -0.9716  0.470

The following is a DFT calculation (ωB97M-V/def2-TZVPD) of C2H3I2NS as an isolated structure at a distorted geometry.

Values from the calculation:
LUMO energy in Eh: -0.0367
Frontier orbital gap in eV: 7.68
HOMO level in eV: -8.681

Last column: Mulliken charge in e.
Element x y z (Å)
C: 1.3610 0.2882 -0.1359  0.097
C: -1.1809 0.0771 0.3508  -0.842
N: -0.1053 -0.4403 -0.4740  -0.340
S: 2.6368 -0.7332 -0.0053  -0.231
I: 1.6085 2.3483 -0.5841  0.160
I: 0.0133 -2.3719 -0.5793  0.183
H: -1.9822 -0.5459 0.2789  0.379
H: -0.8651 0.3479 1.3249  0.289
H: -1.4861 1.0298 -0.1759  0.305

It is found that the molar mass values, taken in the order of the records, are 310.9 326.9 326.9 g mol⁻¹.